1.
{
  "formula": "C12H22N4OP",
  "method": "wB97M-V/def2-TZVPD",
  "homo_lumo_gap_ev": 7.2,
  "total_charge": 1,
  "spin_multiplicity": 1,
  "de_lowest_kj_mol": 227.8,
  "symbols": ["N", "P", "C", "C", "N", "C", "C", "O", "H", "H", "H", "H", "H", "H", "H", "H", "H", "H", "H", "H", "N", "C", "C", "C", "C", "H", "H", "H", "H", "H", "N", "C", "C", "C", "C", "H", "H", "H", "H", "H"],
  "xyz": [[-1.347, 1.544, 3.619], [-0.852, 2.133, 2.275], [0.652, 1.371, 1.484], [0.819, -0.091, 1.853], [-0.264, -0.940, 1.221], [-0.791, -0.341, -0.069], [0.305, 0.475, -0.717], [0.677, 1.589, 0.084], [-0.729, 0.963, 4.167], [-1.783, 2.061, 1.229], [-0.539, 3.501, 2.201], [1.513, 1.892, 1.913], [0.780, -0.232, 2.930], [1.773, -0.468, 1.490], [0.126, -1.862, 1.024], [-1.035, -1.079, 1.881], [-1.638, 0.284, 0.194], [-1.150, -1.150, -0.701], [1.178, -0.148, -0.943], [-0.059, 0.872, -1.663], [-5.359, -2.433, -1.640], [-5.882, -1.179, -1.505], [-5.155, -0.518, -0.552], [-4.154, -1.419, -0.098], [-4.308, -2.597, -0.787], [-5.711, -3.138, -2.264], [-6.728, -0.862, -2.089], [-5.332, 0.489, -0.211], [-3.433, -1.235, 0.683], [-3.774, -3.530, -0.733], [4.718, -0.351, -1.050], [6.009, -0.258, -1.496], [6.238, 1.040, -1.857], [5.039, 1.764, -1.622], [4.118, 0.883, -1.124], [4.291, -1.201, -0.735], [6.652, -1.121, -1.520], [7.162, 1.430, -2.248], [4.873, 2.813, -1.800], [3.096, 1.049, -0.827]]
}

2.
{
  "formula": "C12H22NO8PS",
  "method": "wB97M-V/def2-TZVPD",
  "homo_lumo_gap_ev": 9.6,
  "spin_multiplicity": 1,
  "de_lowest_kj_mol": 129.1,
  "symbols": ["C", "C", "O", "S", "O", "O", "O", "C", "C", "C", "C", "C", "O", "C", "O", "P", "N", "H", "H", "H", "H", "H", "H", "H", "H", "H", "H", "H", "H", "H", "H", "H", "H", "O", "C", "O", "C", "C", "C", "H", "H", "H", "H", "H", "H"],
  "xyz": [[1.815, 1.009, -1.347], [0.842, 0.317, -0.397], [0.832, -1.134, -0.349], [-0.217, -1.460, 0.850], [-1.068, -2.574, 0.682], [0.474, -1.392, 2.096], [-1.211, -0.188, 0.569], [-0.690, 0.638, -0.524], [-1.211, 0.229, -1.921], [-2.398, -0.777, -1.911], [-3.668, -0.278, -1.190], [-4.248, 1.055, -1.746], [-5.708, 0.904, -1.797], [-6.289, 1.232, -0.611], [-6.385, 2.333, -0.230], [-0.975, 2.376, 0.101], [-1.184, 3.488, -1.000], [1.444, 1.076, -2.379], [2.726, 0.378, -1.379], [2.148, 1.975, -0.941], [1.091, 0.610, 0.644], [-0.374, -0.285, -2.429], [-1.489, 1.071, -2.575], [-2.070, -1.747, -1.502], [-2.650, -0.966, -2.973], [-4.449, -1.043, -1.357], [-3.565, -0.188, -0.096], [-3.942, 1.289, -2.774], [-4.079, 1.894, -1.049], [-6.745, 0.450, 0.038], [0.213, 2.710, 0.823], [-2.053, 2.305, 1.021], [-1.161, 3.044, -1.917], [5.662, -0.977, -0.070], [5.314, -1.181, 1.057], [5.916, -0.627, 2.144], [5.323, -1.151, 3.349], [3.955, -1.652, 2.924], [4.196, -2.097, 1.503], [5.958, -1.953, 3.733], [5.263, -0.362, 4.097], [3.568, -2.437, 3.572], [3.238, -0.828, 2.929], [4.544, -3.130, 1.444], [3.309, -1.956, 0.889]]
}

3.
{
  "formula": "C12H22NbO2",
  "method": "wB97M-V/def2-TZVPD",
  "homo_lumo_gap_ev": 7.1,
  "total_charge": -1,
  "spin_multiplicity": 1,
  "symbols": ["C", "O", "C", "Nb", "C", "C", "C", "O", "C", "C", "C", "C", "C", "C", "C", "H", "H", "H", "H", "H", "H", "H", "H", "H", "H", "H", "H", "H", "H", "H", "H", "H", "H", "H", "H", "H", "H"],
  "xyz": [[-1.566, -2.000, 2.891], [-0.769, -0.833, 3.312], [-0.934, 0.295, 2.339], [0.400, 1.995, 3.036], [1.628, 2.077, 1.136], [1.964, 0.648, 0.414], [2.201, -0.619, 1.425], [0.953, 0.444, -0.631], [1.412, -0.444, -1.707], [0.131, -0.523, -2.780], [0.271, -0.439, -4.409], [-1.164, -0.486, -5.266], [-2.655, -0.588, -4.524], [-2.783, -0.702, -2.860], [-1.363, -0.656, -2.040], [-0.859, -2.961, 2.924], [-2.024, -1.913, 1.818], [-2.449, -2.207, 3.653], [-0.780, -0.070, 1.240], [-2.080, 0.603, 2.424], [-0.804, 3.157, 2.259], [-0.576, 2.049, 4.571], [1.578, 0.877, 3.901], [1.292, 3.492, 3.620], [2.655, 2.645, 1.310], [1.037, 2.727, 0.329], [3.000, 0.805, -0.160], [1.244, -1.295, 1.601], [3.015, -1.315, 0.901], [2.709, -0.295, 2.456], [1.644, -1.543, -1.302], [2.396, -0.097, -2.248], [1.330, -0.334, -4.916], [-1.153, -0.414, -6.456], [-3.680, -0.587, -5.118], [-3.799, -0.774, -2.283], [-1.421, -0.719, -0.862]]
}

4.
{
  "formula": "C12H23B3FIO7S",
  "method": "wB97M-V/def2-TZVPD",
  "homo_lumo_gap_ev": 9.3,
  "spin_multiplicity": 1,
  "symbols": ["C", "O", "C", "C", "C", "C", "C", "B", "O", "B", "F", "O", "B", "C", "C", "O", "I", "O", "H", "H", "H", "H", "H", "H", "H", "H", "H", "H", "H", "H", "H", "H", "H", "C", "C", "C", "S", "O", "O", "C", "H", "H", "H", "H", "H", "H", "H", "H"],
  "xyz": [[3.527, -1.437, -1.327], [3.885, -0.349, -0.498], [3.003, 0.748, -0.585], [2.800, 1.317, -1.972], [1.782, 2.467, -1.893], [0.356, 1.903, -1.945], [-0.638, 2.721, -1.102], [-2.105, 2.267, -1.391], [-3.141, 2.443, -0.464], [-3.448, 1.175, -0.034], [-3.328, 0.840, 1.219], [-3.798, 0.255, -1.003], [-2.962, 0.331, -2.102], [-2.475, -0.984, -2.828], [-1.773, -1.860, -1.835], [-0.612, -1.722, -1.531], [-2.927, -3.438, -0.875], [-2.486, 1.550, -2.533], [4.031, -1.383, -2.287], [3.789, -2.348, -0.812], [2.459, -1.432, -1.526], [2.048, 0.506, -0.118], [3.453, 1.531, 0.013], [2.376, 0.594, -2.659], [3.731, 1.683, -2.386], [1.892, 2.986, -0.947], [1.954, 3.145, -2.713], [0.350, 0.877, -1.601], [0.018, 1.903, -2.976], [-0.451, 2.462, -0.062], [-0.488, 3.789, -1.212], [-3.263, -1.528, -3.334], [-1.728, -0.724, -3.567], [-1.365, -1.930, 3.902], [-0.179, -1.193, 4.539], [0.949, -1.148, 3.498], [0.143, -1.184, 1.891], [0.498, -2.408, 1.223], [0.298, 0.096, 1.241], [-1.526, -1.328, 2.510], [-2.274, -1.821, 4.491], [-1.141, -2.996, 3.822], [-0.480, -0.176, 4.799], [0.154, -1.679, 5.455], [1.544, -0.241, 3.572], [1.595, -2.021, 3.561], [-2.106, -1.939, 1.826], [-1.944, -0.323, 2.558]]
}